Record 1
CH2Cl3 | ωB97M-V/def2-TZVPD

```
6
Properties=species:S:1:pos:R:3:forces:R:3:lowdin_charge:R:1
Cl 0.39435 -2.15774 -0.11357 0.00 -0.16 -0.02 0.470
Cl 1.77458 3.22776 1.37373 -0.07 -0.14 -0.06 -0.971
Cl -1.86870 -0.52413 -1.02828 -0.13 -0.07 -0.07 0.470
C -0.29655 -0.53938 -0.22953 0.67 1.23 0.52 -1.048
H 0.40056 0.11194 -0.79100 -0.49 -0.50 0.31 0.039
H -0.40423 -0.11845 0.78864 0.01 -0.36 -0.68 0.039
```
Positions in Å, forces in eV/Å.

The total charge is -1.



Record 2
CH2Cl3ISi | ωB97M-V/def2-TZVPD

```
8
Properties=species:S:1:pos:R:3:forces:R:3:lowdin_charge:R:1
I 0.48234 -2.33077 0.21839 0.15 0.20 -0.09 0.644
Cl -3.94729 -1.50884 -1.35446 -1.50 -1.06 -1.40 0.390
Cl -2.73455 1.49060 -0.48674 -0.52 1.09 -0.06 0.324
Cl -3.13465 -0.97360 1.72323 0.18 0.09 -0.18 0.284
Si -2.78903 -0.47253 -0.21317 4.85 -0.07 0.30 -0.779
C -0.38046 -0.93141 -1.10783 -3.36 -0.36 4.06 -0.682
H 0.21454 -0.12868 -1.35393 1.19 2.07 0.24 -0.068
H -0.61655 -1.41661 -1.95404 -1.00 -1.95 -2.88 -0.114
```
Positions in Å, forces in eV/Å.



Record 3
CH2Cl3OP | ωB97M-V/def2-TZVPD

```
8
Properties=species:S:1:pos:R:3:forces:R:3:mulliken_spin:R:1
Cl -0.63290 2.47621 0.06931 0.07 -0.68 -0.27 0.152
Cl 3.05444 -1.19325 0.21037 -0.06 0.11 -0.03 0.002
Cl -1.04894 -2.13557 -0.14152 0.73 -0.55 -0.67 0.099
P -1.64745 -0.26318 0.19938 -1.71 -2.11 3.28 0.720
O -3.02482 -0.02497 -0.19631 -1.02 1.03 -1.44 0.215
C -0.32283 0.79687 -0.02851 1.69 2.40 -0.57 0.788
H 3.00984 -0.14331 -0.52436 0.07 -0.09 0.01 0.000
H 0.61265 0.48720 0.41164 0.22 -0.12 -0.30 0.025
```
Positions in Å, forces in eV/Å.

The spin multiplicity is 3.



Record 4
CH2Cl4N2 | ωB97M-V/def2-TZVPD

```
9
Properties=species:S:1:pos:R:3:forces:R:3:lowdin_charge:R:1
Cl -3.01771 3.23860 0.59639 -0.76 0.63 0.94 0.626
Cl -0.05580 -2.38071 0.55627 -1.03 0.03 0.69 0.508
Cl 1.82791 -3.08682 -0.32706 0.25 0.30 -0.33 -0.035
Cl -4.02859 2.12536 -2.27514 0.22 0.53 0.63 0.565
N -1.13978 -1.31534 0.03904 2.20 0.60 1.14 -0.389
N -2.67691 1.60261 -1.39902 0.32 -2.14 -0.79 -0.513
C -2.39789 1.88711 -0.21784 1.44 0.88 -0.05 -0.790
H -1.58761 -1.80857 -0.67928 -1.43 -0.87 -1.48 -0.049
H -1.46968 1.47749 0.27258 -1.23 0.04 -0.75 0.077
```
Positions in Å, forces in eV/Å.



Record 5
CH2ClF | ωB97M-V/def2-TZVPD

```
5
Properties=species:S:1:pos:R:3:forces:R:3:lowdin_charge:R:1
Cl 0.28004 -1.49215 -0.63500 -0.06 -0.26 -0.11 0.665
F 0.71933 1.21996 -0.66999 -2.20 -2.93 1.80 -0.312
C -0.15037 -0.06402 0.15143 2.41 3.39 -1.55 -0.472
H -1.18043 0.24673 0.04361 0.09 0.00 -0.11 0.060
H 0.33145 0.08948 1.10996 -0.24 -0.20 -0.03 0.060
```
Positions in Å, forces in eV/Å.



Record 6
CH2ClF2NS | ωB97M-V/def2-TZVPD

```
8
Properties=species:S:1:pos:R:3:forces:R:3:lowdin_charge:R:1
Cl -0.40279 -1.56636 -0.48217 -0.25 -0.77 -0.81 0.711
S 3.29755 -0.48027 0.33418 -3.22 -0.21 0.53 0.903
F 2.50692 -1.41802 -0.89888 1.10 0.63 1.02 -0.446
F 2.66318 0.85712 -0.45710 0.61 -0.52 0.33 -0.393
N 2.51336 -0.64677 1.62147 1.53 -0.03 -1.85 -0.335
C -0.41031 -0.67771 0.87884 1.14 1.46 0.69 -0.451
H 0.63025 -0.29857 1.19569 -1.86 -0.35 -0.11 -0.021
H -1.40250 -0.49130 1.32378 0.95 -0.22 0.18 0.033
```
Positions in Å, forces in eV/Å.



Record 7
CH2ClFO2 | ωB97M-V/def2-TZVPD

```
7
Properties=species:S:1:pos:R:3:forces:R:3:lowdin_charge:R:1
Cl -3.57140 -0.08438 1.07753 0.38 -0.76 0.03 0.730
F -2.40306 -2.27289 0.37213 -0.49 0.88 0.75 0.047
O -1.96526 -1.64254 2.44586 -0.19 0.09 0.15 0.128
O -0.27029 0.07967 -0.79059 -0.44 -0.21 0.67 -0.082
C -2.54082 -1.45567 1.44667 0.27 -0.23 -0.93 -0.890
H -1.21210 0.35207 -0.80675 0.90 -0.38 0.26 0.023
H -0.09705 -0.39180 0.05646 -0.42 0.61 -0.94 0.044
```
Positions in Å, forces in eV/Å.

As for the structure (SMILES): O=C(F)Cl.O.



Record 8
CH2ClIOS | ωB97M-V/def2-TZVPD

```
7
Properties=species:S:1:pos:R:3:forces:R:3:lowdin_charge:R:1
I 0.89544 -2.28985 -0.17353 0.77 -0.87 -0.07 0.768
Cl -0.89076 1.08872 -2.37521 0.09 0.02 -0.07 0.178
S -1.64365 -0.72632 -1.67122 2.54 -0.17 1.77 0.479
O -2.92784 -0.49007 -1.09826 -1.78 0.19 0.31 -0.565
C -0.43802 -0.74772 0.03483 -3.21 -0.46 -0.30 -0.900
H -1.24091 -1.03503 0.91508 2.18 1.38 -2.33 0.082
H 0.11683 0.19137 -0.03330 -0.59 -0.09 0.69 -0.042
```
Positions in Å, forces in eV/Å.



Record 9
CH2ClN2O2 | ωB97M-V/def2-TZVPD

```
8
Properties=species:S:1:pos:R:3:forces:R:3:lowdin_charge:R:1
Cl -2.41435 -0.68348 0.40127 -1.05 0.35 0.75 0.429
O 1.46078 2.03626 -0.51044 -1.45 -0.24 -0.33 -0.101
O 1.81273 0.04307 0.14780 -0.28 -1.05 -0.12 -0.102
N -0.30376 0.70224 -0.12399 0.19 2.09 -1.06 -0.088
N 0.98553 0.91350 -0.19977 1.52 0.58 1.16 -0.528
C -0.66539 -0.54207 0.22266 0.46 -3.43 -1.98 -0.794
H -0.15067 -0.97755 1.13784 -0.51 -0.02 -1.50 0.069
H -0.72487 -1.49199 -1.07538 1.11 1.72 3.07 0.115
```
Positions in Å, forces in eV/Å.

The total charge is -1.



Record 10
CH2ClN2O2 | ωB97M-V/def2-TZVPD

```
8
Properties=species:S:1:pos:R:3:forces:R:3:mulliken_spin:R:1
Cl -0.90352 0.24867 -1.86330 -0.51 -0.09 -1.88 0.122
O 2.35921 0.47328 -1.14920 1.26 -3.20 -1.72 0.263
O 2.56709 2.47550 -0.24601 1.54 2.66 1.07 0.378
N 0.64300 1.47688 -0.12375 -4.77 1.10 1.85 0.787
N 1.91951 1.45857 -0.53966 -0.30 -0.54 -0.49 0.427
C -0.16687 0.29532 -0.26205 1.35 0.46 0.82 -0.011
H 0.50716 -0.51135 -0.16198 0.49 -1.45 -0.23 0.025
H -1.08129 0.12352 0.33160 0.93 1.06 0.58 0.008
```
Positions in Å, forces in eV/Å.

The spin multiplicity is 3. The total charge is -1.



Record 11
CH2ClNO | ωB97M-V/def2-TZVPD

```
6
Properties=species:S:1:pos:R:3:forces:R:3:lowdin_charge:R:1
Cl 0.11706 3.24776 -0.72996 -0.39 1.16 -0.67 0.655
O -0.52269 1.63427 1.22431 0.16 -0.12 0.98 -0.065
N 0.53913 1.94988 0.26718 2.12 1.56 0.24 -0.490
C -0.26595 0.89168 0.11997 -0.48 -3.76 0.22 -0.372
H 1.14829 -0.59444 0.23246 -2.23 1.73 -0.14 0.174
H -1.17737 0.81536 -0.48430 0.83 -0.58 -0.63 0.099
```
Positions in Å, forces in eV/Å.



Record 12
CH2ClNO2 | ωB97M-V/def2-TZVPD

```
7
Properties=species:S:1:pos:R:3:forces:R:3:lowdin_charge:R:1
Cl 0.81412 -1.73591 0.08043 0.45 -1.88 0.43 0.766
O -0.06675 1.79742 0.47165 0.34 -0.07 -0.34 0.060
O 1.45844 0.67813 -0.61198 1.36 1.11 -0.91 0.024
N 0.46513 0.79250 0.02584 -1.94 -0.37 1.41 -0.507
C -0.20831 -0.48667 0.35445 0.90 0.89 -4.50 -0.558
H -1.00405 -0.50807 0.96874 -2.24 0.13 2.30 0.017
H -1.45858 -0.53739 -1.28911 1.14 0.20 1.60 0.197
```
Positions in Å, forces in eV/Å.



Record 13
CH2ClNO2 | ωB97M-V/def2-TZVPD

```
7
Properties=species:S:1:pos:R:3:forces:R:3:lowdin_charge:R:1
Cl -0.50872 0.39625 -1.80155 0.22 -0.18 0.14 0.584
O 1.55325 0.71393 0.54180 0.59 0.09 0.12 0.075
O -0.38643 1.14414 1.36291 -0.52 0.22 0.41 0.088
N 0.36323 0.54479 0.64477 0.04 -0.17 0.23 -0.519
C -0.16742 -0.46437 -0.28183 -4.68 -2.54 -0.89 -0.507
H 0.55966 -1.25144 -0.45461 0.07 0.27 0.14 0.068
H -1.41357 -1.08329 -0.01149 4.29 2.32 -0.15 0.211
```
Positions in Å, forces in eV/Å.



Record 14
CH2ClNO3S | ωB97M-V/def2-TZVPD

```
9
Properties=species:S:1:pos:R:3:forces:R:3:mulliken_spin:R:1
Cl -1.98310 1.72958 -1.41217 -0.81 3.63 -1.88 0.431
S -0.10524 -0.70607 2.13092 -1.20 -2.03 0.89 0.956
O 0.03344 0.55252 1.06263 0.10 2.97 -0.17 0.034
O 1.78000 -0.31864 -0.40535 0.67 -0.01 -1.68 0.130
O -1.59894 0.23681 -0.62787 1.63 -3.61 2.28 0.136
N -0.31633 0.07794 -0.16217 -3.57 0.04 0.70 0.294
C 0.71665 -0.15392 -0.96802 1.44 -1.59 -0.96 0.002
H 1.13505 -1.10012 2.41433 0.71 0.20 -0.18 0.000
H 0.33848 -0.31809 -2.03230 1.02 0.40 1.00 0.017
```
Positions in Å, forces in eV/Å.

The spin multiplicity is 3.



Record 15
CH2ClO2S | ωB97M-V/def2-TZVPD

```
7
Properties=species:S:1:pos:R:3:forces:R:3:lowdin_charge:R:1
Cl 1.01233 -1.95748 -0.82491 0.24 -0.40 0.44 0.035
S -0.37834 -0.40105 -0.11643 -2.32 1.42 7.65 0.304
O -1.16760 -0.84868 1.32555 3.37 0.59 -5.53 -0.550
O -1.14711 -0.35243 -1.28495 -1.99 -0.63 -2.92 -0.477
C 0.28239 1.08396 0.23251 0.50 -1.75 0.77 -0.330
H 0.60989 0.92136 1.31019 0.23 1.10 -1.60 0.013
H 0.78844 1.55432 -0.64197 -0.02 -0.32 1.18 0.005
```
Positions in Å, forces in eV/Å.

As for the structure (SMILES): C=[S@](=O)([O-])Cl. The total charge is -1.



Record 16
CH2ClO3S | ωB97M-V/def2-TZVPD

```
8
Properties=species:S:1:pos:R:3:forces:R:3:lowdin_charge:R:1
Cl -1.98160 1.24995 0.42412 -0.33 0.42 0.80 0.527
S -0.86519 -1.64630 0.87741 0.46 0.55 -1.72 0.624
O -0.10141 0.38138 -1.16972 -1.41 -3.41 3.29 -0.315
O 0.10409 -1.72923 1.97901 0.28 -0.16 0.70 -0.575
O -0.30058 -2.20162 -0.41879 -0.68 0.07 0.60 -0.593
C -0.57833 0.23637 0.42575 3.49 -0.02 -2.93 -0.833
H -0.26176 -0.64810 -1.39871 0.76 2.58 0.74 0.058
H 0.38950 0.50430 1.09328 -2.57 -0.04 -1.48 0.107
```
Positions in Å, forces in eV/Å.

The total charge is -1.



Record 17
CH2ClOP | ωB97M-V/def2-TZVPD

```
6
Properties=species:S:1:pos:R:3:forces:R:3:lowdin_charge:R:1
Cl -2.35710 -0.55782 -0.00311 2.25 1.72 -0.47 -0.086
P -0.52177 0.93644 -0.42544 -2.22 -1.29 0.43 0.731
O 1.91187 0.30033 0.50907 0.10 0.25 -0.18 -0.015
C 0.76543 -0.03717 0.49753 -0.20 -0.53 0.38 -0.591
H 0.39428 -0.92251 1.04396 0.04 -0.06 0.05 0.063
H -0.19271 0.28073 -1.62200 0.03 -0.09 -0.21 -0.103
```
Positions in Å, forces in eV/Å.

As for the structure (SMILES): O=CPCl.



Record 18
CH2ClPS | ωB97M-V/def2-TZVPD

```
6
Properties=species:S:1:pos:R:3:forces:R:3:lowdin_charge:R:1
Cl -1.40692 1.65518 0.89323 -0.99 0.52 -0.06 0.140
S -0.09157 -1.43806 0.86691 0.45 2.08 0.14 0.405
P 0.39191 0.79700 0.96530 0.54 -2.78 -0.35 0.307
C 0.32483 -0.31369 -0.51221 -0.06 -0.06 0.14 -0.880
H 1.26392 -0.56094 -0.99564 0.05 0.17 0.04 0.014
H -0.48217 -0.13950 -1.21759 0.01 0.08 0.08 0.014
```
Positions in Å, forces in eV/Å.

As for the structure (SMILES): ClP1CS1.



Record 19
CH2ClPS | ωB97M-V/def2-TZVPD

```
6
Properties=species:S:1:pos:R:3:forces:R:3:lowdin_charge:R:1
Cl -2.53744 -1.42309 0.16545 0.69 0.86 -0.39 -0.358
S 0.32668 1.50047 0.92405 0.23 -0.96 -0.13 0.517
P -0.31808 1.12152 -0.92546 -0.87 -1.00 0.61 0.645
C 0.69814 -0.08509 0.05998 0.20 3.34 -1.57 -0.735
H 0.20011 -0.96014 0.21077 -1.48 -2.16 1.23 -0.072
H 1.63058 -0.15366 -0.43479 1.23 -0.07 0.25 0.003
```
Positions in Å, forces in eV/Å.



Record 20
CH2F2N2 | ωB97M-V/def2-TZVPD

```
7
Properties=species:S:1:pos:R:3:forces:R:3:lowdin_charge:R:1
F 1.96635 -0.17591 -0.91811 0.72 -1.02 -0.93 -0.069
F 1.43897 -0.68568 1.08062 0.93 -2.41 1.69 -0.060
N 1.30847 0.24550 0.17332 -4.12 2.82 -1.05 -0.087
N -1.68780 0.51992 0.17145 -0.29 1.00 0.61 0.089
C -0.80807 -0.18072 -0.25864 2.74 -0.78 -1.02 -0.052
H -0.86269 -1.06725 -0.93250 0.30 0.50 0.64 0.097
H -1.35524 1.34415 0.68386 -0.28 -0.12 0.06 0.082
```
Positions in Å, forces in eV/Å.



The following relative energy (zero: lowest compared OMol25 entry of this formula, charge and spin) values (in eV) correspond, in order, to the records above: 0.159 2.298 0.338 2.380 1.192 4.732 0.520 0.490 2.612 0.823 7.952 6.671 3.800 7.141 1.681 1.434 0.506 0.000 2.859 5.627.
The following DFT total energy values (in Ha) correspond, in order, to the records above: -1419.95134 -2007.14123 -1836.39220 -1989.37554 -599.30450 -1151.96927 -749.84149 -1270.55807 -759.36279 -759.28843 -629.20848 -704.47530 -704.58079 -1177.78650 -1048.12399 -1123.41082 -916.05308 -1239.04469 -1238.93961 -348.30967.